DFT (ωB97M-V with the def2-TZVPD basis set) results for a structure of composition C28H29F3IMnNO9S3.

Cartesian coordinates (Å):
Mn: 0.108238 -0.329364 0.645250
O: 1.020563 -1.979760 -1.183803
S: 1.666386 -2.912584 -2.151097
C: 1.837757 -2.060472 -3.751122
C: 2.656028 -0.777225 -3.783541
C: 2.154234 0.415227 -2.960206
C: 0.986981 1.227459 -3.521955
S: -0.628351 0.979505 -2.688933
O: -0.295938 0.465321 -1.324678
C: -1.245049 -0.433707 -3.608557
C: -1.566923 -1.588819 -2.918356
C: -2.072993 -2.671767 -3.624920
C: -2.258149 -2.592620 -4.997419
C: -1.960424 -1.415659 -5.674177
C: -1.464568 -0.325628 -4.977649
C: 3.391956 -2.978629 -1.668716
C: 4.231916 -3.920950 -2.245315
C: 5.563414 -3.965294 -1.860275
C: 6.037877 -3.083140 -0.896506
C: 5.181532 -2.162084 -0.308825
C: 3.848280 -2.108048 -0.691778
H: 0.808416 -1.917256 -4.079629
H: 2.283766 -2.814380 -4.406098
H: 2.752173 -0.482603 -4.833742
H: 3.667560 -1.010419 -3.446607
H: 2.992108 1.106377 -2.854619
H: 1.900891 0.094414 -1.952189
H: 0.820691 1.063056 -4.588653
H: 1.170071 2.292757 -3.380251
H: -1.414755 -1.646026 -1.854959
H: -2.331026 -3.577003 -3.091279
H: -2.653296 -3.440630 -5.541029
H: -2.125812 -1.343045 -6.740762
H: -1.257387 0.599653 -5.502795
H: 3.850586 -4.615326 -2.985214
H: 6.229055 -4.693030 -2.305191
H: 7.076343 -3.122686 -0.596012
H: 5.547946 -1.486337 0.452535
H: 3.154098 -1.421531 -0.225350
F: -2.853399 -1.162459 3.128281
C: -3.650237 -1.227333 2.060448
F: -4.697914 -0.429468 2.264228
F: -4.092248 -2.484381 1.947396
S: -2.749722 -0.719630 0.537920
O: -3.688088 -0.915004 -0.528773
O: -1.607566 -1.670660 0.526807
O: -2.282759 0.618462 0.808036
C: 1.160556 -5.504702 1.057675
N: 1.620858 -4.180680 1.411663
C: 2.977971 -4.055385 1.906256
C: 0.827596 -3.114593 1.291884
O: 1.179151 -1.969281 1.592085
H: 1.194210 -6.164008 1.926300
H: 1.790061 -5.931417 0.271696
H: 0.135237 -5.449675 0.697037
H: 3.112414 -4.687562 2.785350
H: 3.157122 -3.017752 2.173083
H: 3.692780 -4.360422 1.137064
H: -0.169360 -3.325194 0.899518
I: -0.542481 2.445077 9.255090
C: -0.113008 2.008522 7.255239
C: -1.046236 1.325840 6.489683
C: -0.755400 1.039169 5.164426
C: 0.455793 1.433590 4.610243
C: 1.378534 2.118841 5.389152
C: 1.099928 2.409033 6.716206
C: 0.769769 1.117401 3.176298
O: 1.849092 1.523933 2.696862
O: -0.105543 0.448385 2.551886
H: -1.989451 1.021187 6.921608
H: -1.463440 0.508881 4.543168
H: 2.314429 2.421749 4.940614
H: 1.818262 2.941619 7.324420
O: 2.863064 1.633676 0.241211
C: 1.963304 1.054203 0.617961

Forces on the atoms, in the same order (eV/Å):
-0.1521 0.1077 0.3683
-0.0506 0.0365 -0.0401
0.0872 -0.0791 -0.0347
0.0725 0.0168 0.0729
-0.0627 0.0588 -0.0134
0.0516 -0.0224 0.0443
-0.0169 -0.0246 -0.1061
0.0406 -0.2082 -0.0574
-0.0423 0.2491 -0.0250
0.0205 0.0293 -0.0126
-0.0106 0.0232 -0.0898
-0.0160 -0.0318 -0.0469
0.0023 -0.0066 0.0386
0.0069 0.0087 0.0156
0.0418 0.0486 0.0180
-0.0079 0.0616 -0.0616
0.0166 -0.0006 -0.0302
-0.0074 -0.0184 0.0096
-0.0259 0.0121 0.0071
0.0203 -0.0121 -0.0388
-0.0349 -0.0125 -0.0435
-0.0722 -0.0047 0.0038
0.0076 -0.0215 0.0210
-0.0071 0.0042 0.0018
0.0414 0.0021 0.0099
0.0025 -0.0198 0.0174
0.0126 -0.0248 0.0448
-0.0256 0.0148 0.0197
-0.0059 -0.0028 0.0087
0.0205 -0.0155 0.1359
-0.0057 -0.0003 0.0047
-0.0017 -0.0051 -0.0005
-0.0008 0.0057 -0.0048
0.0085 0.0106 0.0013
0.0044 -0.0093 -0.0129
0.0003 0.0002 -0.0026
0.0090 -0.0014 0.0036
-0.0042 0.0127 0.0080
-0.0034 0.0269 0.0003
0.0125 -0.0008 -0.0002
0.0060 0.0256 -0.0137
-0.0085 0.0075 -0.0053
0.0040 -0.0212 -0.0222
-0.2618 -0.1774 0.0543
0.0506 -0.0097 0.0394
-0.1008 0.0598 -0.1264
-0.0833 0.0564 -0.1118
-0.0211 -0.0367 -0.0487
0.0213 0.0378 -0.0226
0.0491 -0.0070 0.0239
0.2226 -0.0235 0.0990
-0.0283 -0.0819 -0.0756
-0.0062 -0.0286 0.0068
-0.0199 0.0238 0.0290
-0.0007 -0.0123 -0.0040
0.0000 -0.0002 0.0174
0.0079 -0.0285 0.0122
-0.0415 -0.0114 0.0269
-0.0429 -0.0155 0.0163
0.0042 -0.0079 -0.0208
-0.0111 0.0000 0.0013
-0.0242 -0.0129 0.0059
0.0038 0.0017 0.0189
0.0263 0.0443 0.1146
-0.0207 0.0124 0.0379
0.0484 0.0234 0.0085
-0.1685 -0.1616 -0.1372
0.0608 0.0450 0.0940
0.1024 0.0745 0.1019
-0.0078 -0.0024 -0.0058
-0.0158 -0.0040 -0.0017
0.0166 0.0048 -0.0048
0.0012 0.0014 -0.0077
-0.0499 0.0170 0.1195
0.3623 0.0000 -0.4535

Values from the calculation:
- Calculated total energy: -129505.4142 eV
- HOMO level (alpha / beta): -0.30447 / -0.30464 hartree
- Relative energy (zero: lowest compared OMol25 entry of this formula, charge and spin): 48.2 kJ/mol
- LUMO energy (alpha / beta): -0.01 / -0.01 eV
- Gap between HOMO and LUMO (alpha / beta): 8.28 / 8.28 eV
- Multiplicity: 6



DFT (ωB97M-V with the def2-TZVPD basis set) results for a cluster of 2 separate species, C4H11N4 in total at a distorted geometry.

Cartesian coordinates (Å):
C: -1.965961 0.256889 0.364934
C: -1.862917 -0.892354 -0.506951
C: 0.379188 -1.668139 -1.503145
C: 3.513818 1.598872 1.154884
N: -0.756925 0.806165 0.617161
N: -0.396649 -0.912768 -0.568529
N: -3.112883 0.710070 0.725051
N: 0.119041 0.036957 0.019956
H: -2.187546 -1.753246 0.086589
H: -2.370652 -0.833212 -1.432480
H: 1.412613 -1.386743 -1.540251
H: 0.170959 -2.667379 -1.168789
H: 0.109750 -1.563904 -2.524727
H: 4.491287 1.593380 0.664194
H: 3.085827 0.642155 1.389861
H: 2.937477 2.094587 0.462092
H: -4.001830 0.293618 0.276684
H: -3.225331 1.428295 1.444765
H: 3.660731 2.216759 2.038700

Forces on the atoms, in the same order (eV/Å):
0.5720 1.4044 -0.4773
1.5398 -1.2571 1.4598
0.0434 -1.3654 0.2354
1.9096 0.0850 0.9028
-0.9555 -0.0256 0.9778
-0.8351 -0.7188 -2.4880
-3.2214 -0.0522 0.0995
0.9843 1.9617 1.1746
-0.1202 -0.2303 -0.3377
-0.2772 -0.0089 -1.1320
0.5380 0.0556 0.9334
0.7342 -0.9232 -0.4570
-1.1167 0.3158 -0.8285
0.0331 -0.7579 0.2326
0.1768 -0.4606 0.0862
-1.8004 1.2295 -1.3382
2.0018 1.0512 1.3500
0.1238 -0.2022 -0.5062
-0.3303 -0.1011 0.1127

Values from the calculation:
- Charge: +1
- Calculated total energy: -10277.8962 eV
- HOMO level: -0.54335 hartree
- Relative energy (zero: lowest compared OMol25 entry of this formula, charge and spin): 317.8 kJ/mol
- LUMO energy: -5.10 eV
- Gap between HOMO and LUMO: 9.68 eV



DFT (ωB97M-V with the def2-TZVPD basis set) results for a structure of composition C32H25BN7O2W.

Cartesian coordinates (Å):
W: -0.086141 -0.982418 0.535115
C: 0.060461 -0.559158 -2.780371
O: 0.391838 -0.008996 -1.475743
C: 1.560840 0.752700 -1.420536
C: 2.013741 1.589697 -2.414260
C: 3.170371 2.324827 -2.164783
C: 3.848887 2.218133 -0.959863
C: 3.398752 1.354622 0.030607
C: 2.251683 0.626803 -0.217603
N: 1.662766 -0.336462 0.606970
N: 1.265237 -0.291670 1.944106
C: 1.587470 -1.369755 2.814397
C: 0.601882 -2.319309 2.880982
O: -0.412516 -2.174855 1.966825
C: 0.625689 -3.385002 3.800079
C: 1.696630 -3.464562 4.637720
C: 2.747374 -2.504840 4.610063
C: 3.848018 -2.599363 5.490814
C: 4.833690 -1.650924 5.475568
C: 4.759182 -0.561664 4.588567
C: 3.710993 -0.442357 3.717109
C: 2.692261 -1.417735 3.700869
H: 0.921216 -1.113385 -3.149265
H: -0.215549 0.255666 -3.442419
H: -0.785756 -1.218185 -2.627827
H: 1.485168 1.697394 -3.350197
H: 3.536415 2.997331 -2.928061
H: 4.741633 2.803761 -0.792024
H: 3.928398 1.238356 0.964985
H: -0.179634 -4.105515 3.813043
H: 1.760456 -4.273615 5.354423
H: 3.893303 -3.432215 6.180832
H: 5.671939 -1.727495 6.154790
H: 5.537535 0.189873 4.603625
H: 3.640150 0.406599 3.050979
B: -2.694906 0.848291 -1.170546
N: -2.089489 1.445582 0.135793
C: -2.457173 2.568756 0.732512
C: -1.700276 2.757169 1.886228
C: -0.872729 1.663092 1.938861
N: -1.098855 0.860871 0.860834
N: -2.990469 -0.633963 -0.836103
C: -4.110389 -1.323873 -1.024995
C: -3.908626 -2.643372 -0.639248
C: -2.595862 -2.681942 -0.219293
N: -2.038584 -1.459048 -0.343636
H: -1.906898 0.940759 -2.070499
H: -3.728821 1.411150 -1.384767
H: -3.246343 3.164690 0.306025
H: -1.762970 3.566240 2.590978
H: -0.134510 1.391128 2.670264
H: -4.980693 -0.832774 -1.426694
H: -4.615735 -3.452495 -0.661177
H: -2.017658 -3.503106 0.168749
N: 3.717581 -9.281076 -3.604592
C: 3.240157 -8.335449 -3.161302
C: 2.643886 -7.151446 -2.607161
C: 1.644822 -6.488132 -3.315641
C: 1.072413 -5.347333 -2.784177
C: 1.497674 -4.866213 -1.543969
C: 2.497410 -5.538434 -0.838730
C: 3.070650 -6.678578 -1.367190
C: 0.905317 -3.683001 -1.001092
C: 0.401477 -2.676165 -0.548559
H: 1.321473 -6.867708 -4.274602
H: 0.293535 -4.828823 -3.326173
H: 2.817150 -5.159077 0.122409
H: 3.845795 -7.206128 -0.829771

Forces on the atoms, in the same order (eV/Å):
-0.3538 -0.3428 -0.2485
0.0018 0.0358 0.0413
0.1201 0.0345 0.0473
0.0538 0.0206 0.0113
-0.0154 -0.0085 -0.0152
-0.0131 0.0069 -0.0310
0.0060 -0.0256 0.0501
0.0180 0.0327 -0.0485
-0.0597 -0.0413 -0.0020
0.0656 0.1670 -0.1044
-0.0097 -0.2063 0.1583
-0.0445 0.0833 0.0344
-0.1419 -0.0107 0.0418
0.2047 0.1250 -0.0444
0.0423 0.0400 -0.0425
-0.0258 -0.0571 0.0209
-0.0335 0.0422 -0.0519
0.0474 0.0857 -0.0366
-0.0114 -0.1140 0.0834
-0.0209 0.1031 -0.1018
0.0562 -0.0215 0.0524
-0.0134 -0.0061 0.0250
0.0005 0.0006 -0.0010
-0.0122 -0.0256 -0.0198
-0.0047 0.0016 -0.0121
0.0028 0.0010 0.0008
0.0011 0.0011 0.0012
0.0002 0.0016 0.0005
0.0015 -0.0012 0.0061
-0.0017 -0.0036 0.0105
0.0030 0.0000 -0.0012
0.0099 -0.0001 0.0103
-0.0050 -0.0102 0.0021
-0.0056 0.0024 -0.0020
0.0067 0.0103 -0.0012
0.0071 0.0512 -0.0031
0.0292 0.0370 0.0640
0.0209 0.0281 0.0276
-0.0286 -0.0093 -0.0343
0.0386 -0.0012 0.0226
-0.0267 0.0609 -0.0338
0.0070 -0.0368 -0.0483
-0.0403 0.0400 -0.0184
0.0051 0.0088 -0.0210
0.0286 -0.0123 0.0155
0.0878 -0.0534 0.2135
-0.0131 -0.0107 0.0111
-0.0097 -0.0006 -0.0155
-0.0031 -0.0013 -0.0063
-0.0003 0.0004 0.0062
-0.0028 -0.0093 -0.0032
-0.0013 0.0043 0.0040
-0.0062 -0.0017 -0.0067
0.0027 0.0054 -0.0032
0.0003 -0.0009 -0.0006
0.0297 -0.0529 -0.0184
0.0083 0.0009 0.0158
-0.0297 0.0691 0.0442
0.0532 -0.0833 -0.0189
-0.0576 -0.0051 -0.0797
0.0088 0.0221 0.0379
-0.0454 0.0221 -0.0464
-0.0580 0.0545 -0.0356
0.1046 -0.0369 0.0849
0.0115 -0.0147 -0.0019
-0.0028 0.0155 0.0130
0.0089 -0.0093 -0.0026
0.0034 -0.0017 0.0037

Values from the calculation:
- Charge: +1
- Calculated total energy: -50610.5237 eV
- HOMO level (alpha / beta): -0.39857 / -0.39858 hartree
- Relative energy (zero: lowest compared OMol25 entry of this formula, charge and spin): 49.5 kJ/mol
- LUMO energy (alpha / beta): -4.56 / -4.56 eV
- Gap between HOMO and LUMO (alpha / beta): 6.29 / 6.29 eV



DFT (ωB97M-V with the def2-TZVPD basis set) results for the ion C21H33BrN5O4S with charge +1 at a distorted geometry.

Cartesian coordinates (Å):
C: -5.753134 -2.994821 1.154041
C: -5.586717 -2.370588 -0.241201
C: -4.320758 -1.488918 -0.374492
C: -4.645532 0.019707 -0.469707
C: -3.558676 0.942315 0.127588
C: -2.750654 1.784649 -0.926652
C: -1.278319 1.634316 -0.648594
C: -0.519263 0.634508 -1.195276
Br: -1.340367 -0.613105 -2.346150
C: 0.834718 0.547952 -0.911899
C: 1.648063 -0.602425 -1.504957
O: 1.821444 -1.590220 -0.827509
O: 2.080249 -0.378089 -2.746411
C: 3.057824 -1.319120 -3.235705
C: 2.489984 -2.427455 -4.153865
S: 0.871584 -3.069651 -3.666723
C: 1.106460 -4.705953 -3.100063
N: 0.294863 -5.625808 -3.418521
N: 0.699876 -6.793546 -2.802856
C: 1.749961 -6.473040 -2.153349
O: 2.083836 -5.185340 -2.269683
C: 1.429307 1.493593 -0.098951
C: 2.932724 1.417812 0.176907
N: 3.333935 0.346433 1.082191
C: 0.649026 2.482544 0.443371
C: 1.174113 3.548822 1.378464
C: 1.390831 2.887697 2.780933
C: 2.368787 3.685626 3.668058
C: 3.853858 3.299770 3.416487
N: 4.333889 2.173452 4.201674
N: -0.662513 2.517756 0.161767
O: -1.461874 3.491617 0.698854
H: -5.132691 -3.887005 1.272945
H: -6.793392 -3.303618 1.288842
H: -5.515135 -2.289350 1.956174
H: -6.482918 -1.767683 -0.426154
H: -5.569836 -3.165831 -0.989505
H: -3.673002 -1.686107 0.488252
H: -3.784115 -1.823276 -1.264027
H: -4.880489 0.270859 -1.508440
H: -5.577767 0.149507 0.090321
H: -3.976081 1.653211 0.844723
H: -2.846789 0.292708 0.649552
H: -2.976768 1.476618 -1.945195
H: -3.025404 2.836816 -0.863688
H: 3.720592 -0.734526 -3.878656
H: 3.690539 -1.743970 -2.456487
H: 2.347195 -1.971984 -5.137270
H: 3.258500 -3.191024 -4.283687
H: 2.260699 -7.220965 -1.566943
H: 3.267044 2.403614 0.493370
H: 3.410402 1.222802 -0.789542
H: 2.700991 0.279172 1.867128
H: 3.342410 -0.522467 0.565104
H: 0.444421 4.337038 1.537787
H: 2.125477 3.958862 1.044014
H: 0.432870 2.839793 3.316262
H: 1.688325 1.841460 2.659156
H: 2.269694 4.736337 3.364654
H: 2.126068 3.562677 4.724087
H: 3.971415 3.028677 2.361068
H: 4.472669 4.184235 3.580936
H: 4.403170 2.420327 5.179547
H: 3.751817 1.359187 4.063794
H: -1.777435 3.183419 1.564109

Forces on the atoms, in the same order (eV/Å):
-0.2019 -0.1015 -0.2267
-0.0050 0.1303 0.3970
-0.2814 -0.2391 -0.2324
-0.2104 -0.3486 0.4703
0.2371 0.0163 -0.6874
-0.0830 0.0701 0.5465
-1.2444 0.4669 -0.6476
0.1672 -0.6152 -0.3843
0.2139 0.1427 0.1469
-0.0450 -0.4228 -0.9814
-0.3904 -0.6071 0.8116
0.2048 0.8329 -0.7159
0.1154 -0.1833 0.7083
0.7413 -0.6561 -1.0201
0.1481 0.7226 0.1412
0.1066 -0.1335 0.2341
0.6881 -0.0139 0.0583
-1.2620 -0.4925 -0.9200
-0.3750 0.2353 -0.0886
-0.3266 -1.1664 0.1726
0.6547 1.0162 0.2112
0.8608 -0.3608 -0.0805
-0.3466 -0.2091 -0.3924
0.0424 0.6155 -0.2990
0.3553 1.7715 0.7799
-0.0288 -0.9193 1.0463
-0.2248 0.1526 0.4413
0.4860 -0.0007 -1.0634
-0.6016 -0.1601 0.0765
0.2309 0.4586 -0.2752
-0.4914 -0.8932 -0.0685
0.0936 0.5069 0.0675
0.0570 0.1624 0.0501
0.1282 -0.0528 0.0772
0.0091 -0.0137 -0.1079
0.1588 -0.0179 -0.2233
-0.0853 0.0765 0.0422
-0.0110 0.0869 -0.1020
0.1752 0.1583 0.1060
0.0689 0.1274 0.1047
0.1279 0.2339 -0.0349
-0.0475 -0.2161 0.0394
-0.1156 0.1632 0.1658
0.1942 -0.2065 0.0915
0.0378 -0.0922 0.0296
-0.1236 0.1745 0.1952
-0.5087 0.1413 0.3836
-0.2106 -0.1957 0.0442
-0.2165 -0.1181 0.1450
0.6072 0.6176 0.1506
0.2070 -0.2071 0.1552
0.0755 0.1468 0.1293
0.0735 -0.2640 0.0077
-0.0890 -0.1715 0.3862
0.2329 0.1647 -0.4348
-0.1666 0.0193 -0.2275
-0.0437 -0.0195 -0.2917
0.2192 0.1314 0.1127
-0.2149 -0.0072 0.4278
0.0121 0.1485 -0.0602
0.0682 0.1307 0.0410
0.1341 -0.2325 0.1483
-0.1396 -0.2391 0.0457
0.0663 -0.0690 0.2221
0.0911 -0.1758 -0.0449

Values from the calculation:
- Charge: +1
- Calculated total energy: -118821.2718 eV
- HOMO level: -0.41777 hartree
- LUMO energy: -4.01 eV
- Gap between HOMO and LUMO: 7.35 eV
- SMILES: CCCCCCc1c(Br)c(C(=O)OCCSc2nnco2)c(CN)c(CCCCN)[n+]1O